No. 1
This record from OMol25 describes a molecular structure, C32H44BBeF4N4O4 at a distorted geometry. The level of theory is the ωB97M-V functional and the def2-TZVPD basis.

```
90
Properties=species:S:1:pos:R:3:forces:R:3:mulliken_spin:R:1
Be -1.57917 1.17685 1.53412 0.41 -0.50 -0.27 0.257
B 0.47297 0.50543 -0.27524 -0.42 -2.63 -2.46 0.526
F -0.72099 0.47717 -1.00523 -1.87 -0.40 -0.97 -0.165
F 1.48452 0.39891 -1.22939 0.54 0.06 0.66 0.013
F 0.39662 1.66068 0.34339 0.50 3.76 2.75 0.037
F 0.38650 -0.52487 0.63846 0.65 -0.73 0.38 -0.101
N -1.93331 3.58853 0.59190 -0.12 1.44 -0.72 -0.049
C -1.50950 3.97427 -0.63337 0.76 0.43 -0.70 0.040
C -1.61908 5.25827 -1.22500 -0.93 -0.85 3.57 0.010
C -2.19812 6.20555 -0.32979 0.05 0.47 -3.27 -0.001
C -2.70874 5.87282 0.89190 0.66 -0.23 0.22 0.013
C -2.52808 4.58200 1.29583 -0.60 -1.80 0.28 -0.014
H -0.95909 3.28694 -1.25868 -0.20 -0.75 0.40 -0.008
H -1.25402 5.38835 -2.23306 -0.10 0.42 0.13 -0.003
H -2.41479 7.17048 -0.76381 0.23 0.46 0.28 -0.001
H -3.19307 6.54725 1.58252 -0.06 0.24 -0.30 0.003
H -3.06272 4.30372 2.19200 0.42 -0.42 0.41 0.002
N -2.45130 -1.20613 1.45581 -1.24 -1.64 0.02 -0.027
C -3.11283 -1.73408 2.53192 0.07 0.22 -1.14 0.039
C -3.86031 -2.92034 2.48290 0.47 1.11 0.65 0.013
C -3.98778 -3.62903 1.29964 -0.30 -0.07 1.11 0.003
C -3.38571 -3.10873 0.20031 0.46 0.57 -0.55 0.004
C -2.60841 -1.95169 0.33533 0.45 0.53 -0.07 0.082
H -3.05216 -1.14586 3.43565 -0.02 -0.08 0.10 -0.011
H -4.37173 -3.20316 3.39112 0.04 -0.27 0.05 0.002
H -4.51349 -4.57243 1.29846 -0.23 0.03 -0.20 -0.001
H -3.52185 -3.58180 -0.76098 0.33 0.11 -0.17 0.000
H -2.01598 -1.64804 -0.51510 -0.11 0.39 -0.10 -0.019
N 5.90252 1.29123 3.12465 -1.30 -0.09 -1.16 0.000
C 4.82607 1.81531 2.42448 2.40 -0.26 1.55 0.000
C 3.90861 1.06413 1.76131 -1.30 -0.49 -0.21 0.004
C 4.01723 -0.32133 1.74571 1.10 0.42 -0.06 0.000
C 5.16534 -0.83675 2.33785 -1.19 -1.16 -0.71 0.000
C 6.04037 -0.04177 3.02682 -0.26 1.32 0.63 0.000
H 4.74339 2.89160 2.45832 0.00 0.10 0.04 0.000
H 3.04011 1.54641 1.33762 -0.03 0.07 -0.22 0.002
H 3.29580 -0.94054 1.23334 -0.08 -0.05 0.05 0.001
H 5.34262 -1.90102 2.28993 0.05 -0.14 0.12 0.000
H 6.79294 -0.53577 3.62348 0.47 0.28 -0.06 0.000
N 1.09952 3.84672 -3.89340 -1.27 -0.76 -0.83 0.000
C 0.54669 4.87047 -4.61593 0.61 0.08 1.58 0.000
C -0.78570 5.00602 -4.93186 -1.40 -2.60 0.35 0.000
C -1.61214 3.91243 -4.54306 0.88 0.99 -0.62 -0.001
C -1.05931 2.80609 -3.91950 -0.33 -0.01 0.15 0.000
C 0.29864 2.76701 -3.61622 0.35 2.18 -1.06 0.002
H 1.18079 5.72955 -4.77810 0.49 -0.14 -0.21 0.000
H -1.29788 5.75806 -5.51366 0.66 0.50 0.07 0.000
H -2.65167 3.99247 -4.82477 -0.21 -0.36 0.27 0.000
H -1.68489 1.98152 -3.61108 -0.08 -0.15 -0.07 -0.001
H 0.72694 1.86753 -3.19919 0.30 0.17 0.36 -0.002
C 3.56557 -1.12228 -2.81316 0.01 0.21 -1.36 -0.001
C 4.45850 0.08608 -3.22393 0.28 -0.54 -0.48 0.000
O 5.10852 0.13706 -4.26588 -1.16 -0.40 1.43 0.000
C 4.48885 1.18654 -2.21763 0.36 0.41 0.79 0.000
H 3.50334 -1.78702 -3.67475 0.50 -0.34 0.14 0.000
H 2.51677 -0.89183 -2.62605 0.23 0.68 0.22 0.000
H 3.92042 -1.62483 -1.91337 0.27 0.04 -0.13 0.000
H 4.56538 0.81792 -1.19471 -0.17 -0.44 0.02 0.000
H 3.54004 1.72299 -2.22677 0.01 0.18 -0.20 0.000
H 5.34749 1.85117 -2.31299 -0.22 0.12 -0.55 0.000
C -1.53025 -1.28117 -3.48984 -0.74 0.43 1.20 0.000
C -2.65822 -2.19378 -3.94569 -0.09 -0.76 -0.41 0.001
O -3.71300 -2.31376 -3.32121 1.86 0.11 -1.20 0.000
C -2.31025 -3.01021 -5.26770 -1.30 1.33 1.62 0.000
H -1.23867 -0.52620 -4.21998 -0.05 -0.22 -0.22 0.000
H -0.63175 -1.77348 -3.11777 0.07 -0.50 -0.53 0.000
H -1.86982 -0.76866 -2.58976 -0.15 0.28 -0.17 0.004
H -1.76959 -3.89343 -4.92756 0.04 -0.03 -0.34 0.000
H -1.72602 -2.36517 -5.92398 0.20 -0.29 0.07 0.000
H -3.26551 -3.24181 -5.73879 0.20 -0.38 -0.05 0.000
C -1.18591 -0.36812 5.46733 -0.32 0.96 -0.12 -0.007
C -0.08200 -0.46054 4.43743 -0.59 -0.85 -0.81 0.098
O -0.23027 -0.20914 3.24637 -0.10 0.46 1.09 0.237
C 1.18076 -1.07114 4.93839 0.86 -0.01 -0.25 -0.008
H -0.96777 0.47923 6.11734 0.34 -0.05 0.32 0.002
H -1.26684 -1.25881 6.09040 0.12 -0.01 -0.13 0.001
H -2.15243 -0.08122 5.05304 0.07 -0.35 -0.29 0.014
H 1.99730 -0.91495 4.23344 -0.03 0.32 0.03 0.003
H 1.08083 -2.15629 4.96214 -0.36 -0.16 0.17 0.000
H 1.45949 -0.72622 5.93411 -0.07 -0.01 -0.01 0.002
C -1.43117 -5.90441 3.18555 -0.44 -0.54 0.30 0.000
C -0.35000 -4.89798 2.93661 0.95 0.96 2.68 0.000
O 0.49574 -4.63259 3.81328 -1.55 -0.54 -1.96 0.000
C -0.42734 -4.14114 1.64620 0.53 -0.41 0.14 -0.004
H -1.43326 -6.66074 2.40065 -0.11 0.00 -0.12 0.000
H -2.40236 -5.40956 3.18178 -0.05 0.23 -0.44 0.000
H -1.42092 -6.40397 4.15428 0.66 0.08 -0.02 0.000
H -0.33283 -3.07038 1.82693 -0.03 0.00 -0.05 0.005
H -1.31942 -4.38912 1.07105 0.23 0.08 0.06 0.000
H 0.47224 -4.47151 1.12688 0.01 0.19 -0.47 0.000
```
Positions in Å, forces in eV/Å.

**Frontier orbital gap (alpha / beta)**: 7.2 / 7.9 eV
**Energy above the lowest of the compared OMol25 structures with the same formula, charge and spin**: 15.1 kcal/mol
**Multiplicity**: 2
**HOMO level (alpha / beta)**: -6.98 / -8.97 eV
**DFT total energy**: -2204.8781 Ha
**<S²>**: 0.751
**Charge**: 0
**Lowest unoccupied orbital energy (alpha / beta)**: 0.24 / -1.03 eV

No. 2
This record from OMol25 describes 2 unconnected molecules or ions with the total composition C32H44BrClNO14P3S2 at a distorted geometry. The level of theory is the ωB97M-V functional and the def2-TZVPD basis.

```
98
Properties=species:S:1:pos:R:3:forces:R:3:mulliken_charge:R:1
C -0.55467 5.01960 4.24108 0.35 0.56 -0.58 -1.061
C 0.00882 5.50326 2.88505 0.40 -0.41 0.74 -0.187
O 1.12207 4.66127 2.56979 -0.84 -0.13 -0.66 -0.346
C 1.36394 4.61446 1.16641 0.56 -0.12 0.82 -0.827
C 2.27140 3.39820 0.92387 0.10 1.30 0.04 -0.442
O 1.66130 2.47374 0.01546 0.52 -0.11 0.30 -0.301
C 1.76782 1.17163 0.41388 0.09 0.09 0.18 -0.210
C 2.94765 0.44311 0.31448 1.47 1.02 -0.27 0.447
C 4.14953 1.13312 -0.32535 -0.38 -0.45 -1.00 -1.469
C 3.95375 1.07950 -1.88508 -0.65 0.24 0.34 -0.563
C 3.44289 2.40722 -2.50916 0.11 -0.66 -0.20 -0.495
S 1.75818 2.23772 -3.23568 -0.06 0.14 0.07 -0.219
C 3.02351 -0.87195 0.73512 -0.27 -0.70 0.62 0.988
C 4.33225 -1.62375 0.56146 -0.52 -0.06 -0.78 -1.297
O 4.56817 -1.75192 -0.87062 0.40 0.72 0.20 -0.179
N 3.68830 -2.68317 -1.44566 -0.60 -0.26 0.09 0.385
O 3.12302 -2.22601 -2.35667 0.36 -0.08 -0.18 -0.393
C 1.88266 -1.51170 1.28281 1.74 -0.36 -0.44 0.757
P 1.81235 -3.27304 1.92809 -1.62 -0.15 1.31 0.084
O 3.14059 -3.36170 2.91822 0.22 0.12 -1.17 -0.494
Cl 2.13333 -4.62965 0.35991 0.45 0.47 0.00 -0.256
C 0.72925 -0.75763 1.35075 -1.12 -1.41 0.59 0.763
C 0.66596 0.54870 0.92800 -1.31 0.58 0.00 -0.091
C -0.67436 1.23455 1.03319 -0.10 0.42 0.25 -0.106
O -0.80882 2.37810 1.42656 0.12 -0.77 -0.34 -0.601
C -1.83784 0.35461 0.63735 0.40 0.71 -0.01 -0.091
C -2.89205 0.81388 -0.13746 0.83 0.60 0.36 0.044
C -2.89193 2.26325 -0.58100 -1.07 -0.15 -0.27 -1.486
C -3.86288 3.15762 0.23844 0.32 0.32 -0.59 -0.612
C -4.27646 4.37361 -0.62874 -0.01 -0.56 -0.14 -0.772
C -5.57336 4.13721 -1.42678 0.41 0.38 0.27 -0.459
O -6.23617 5.39542 -1.50385 -0.17 -0.16 -0.08 -0.528
C -3.88288 -0.10237 -0.47055 -0.85 0.86 -0.52 -0.639
C -5.01472 0.39027 -1.35784 0.43 -0.06 -0.48 -0.928
C -4.83703 -0.04535 -2.85604 -0.46 0.23 0.40 -1.132
C -3.36828 -0.20923 -3.26461 -0.06 -0.15 0.46 -0.226
S -3.22401 -0.24736 -5.07549 -0.13 -0.01 -0.13 -0.237
C -3.83154 -1.43075 -0.04680 -1.27 0.00 0.20 1.734
P -5.15904 -2.58932 -0.59548 0.58 -0.79 -0.65 0.036
P -5.93544 -3.81867 1.04834 0.44 -1.20 0.25 0.858
O -5.36514 -5.15933 0.96632 0.31 -0.28 -0.23 -0.578
O -5.68039 -3.16693 2.50014 -1.44 0.21 -0.71 -0.417
O -7.54171 -3.94584 0.77591 0.70 1.25 0.25 -0.515
C -2.77032 -1.85774 0.73301 -0.05 -0.56 0.17 0.442
Br -2.62082 -3.66189 1.30219 -0.14 0.35 -0.38 -0.121
C -1.79168 -0.95153 1.05878 1.42 -0.82 0.88 1.152
C -0.57202 -1.34802 1.88050 -0.20 -0.02 0.39 -1.612
O -0.63877 -2.03058 2.88024 0.08 0.75 -0.72 -0.523
H -1.62979 4.85650 4.16040 0.08 0.03 0.25 0.272
H -0.05634 4.08596 4.50352 -0.14 0.04 -0.01 0.286
H -0.31994 5.77176 4.99698 -0.28 -0.23 0.15 0.315
H 0.39153 6.53055 2.95902 -0.31 0.00 -0.11 0.427
H -0.75713 5.44708 2.10326 0.16 -0.03 -0.01 0.158
H 0.43517 4.51755 0.59318 0.10 0.01 0.07 0.185
H 1.88911 5.55055 0.92473 -0.16 -0.16 -0.45 0.500
H 2.50033 2.96565 1.90148 -0.21 -0.24 -0.17 0.355
H 3.21367 3.79023 0.52069 -0.07 -0.37 -0.22 0.421
H 4.24366 2.16631 -0.00034 0.00 -0.09 0.05 0.799
H 5.08244 0.62859 -0.08709 -0.11 0.07 0.12 0.280
H 3.18047 0.33496 -2.08775 0.27 -0.10 -0.02 0.180
H 4.85086 0.71086 -2.38633 0.04 0.26 0.12 0.537
H 4.08766 2.63808 -3.35814 -0.04 0.41 0.23 0.408
H 3.42723 3.20443 -1.76969 0.09 0.11 -0.26 0.156
H 1.09378 3.18575 -2.54541 0.29 -0.18 0.00 0.104
H 5.17157 -1.02353 0.90224 0.04 -0.32 0.22 0.588
H 4.30521 -2.60931 1.02321 0.15 0.16 0.04 0.241
H 3.60454 -4.20076 2.78270 0.02 0.01 0.21 0.348
H -3.26144 2.29319 -1.61356 0.19 0.01 0.06 0.413
H -1.89800 2.70617 -0.59887 -0.05 -0.15 0.11 0.998
H -3.38453 3.50638 1.15659 0.01 -0.25 -0.04 0.339
H -4.74602 2.56786 0.50557 0.08 0.14 0.15 0.472
H -4.37807 5.28221 -0.03255 -0.19 -0.11 -0.03 0.455
H -3.48212 4.54657 -1.36399 0.04 0.25 0.24 0.307
H -6.19284 3.38369 -0.92072 -0.06 0.16 -0.06 0.318
H -5.32971 3.78160 -2.43814 -0.12 -0.11 0.12 0.236
H -7.05684 5.28526 -1.99442 0.04 0.03 -0.02 0.328
H -5.97121 0.05746 -0.95109 0.03 0.04 -0.19 0.817
H -5.06068 1.47613 -1.36746 0.10 -0.12 0.26 -0.904
H -5.30539 0.73511 -3.46569 0.01 -0.18 -0.04 0.633
H -5.41183 -0.96504 -3.00617 0.27 0.01 -0.30 0.499
H -2.78412 0.61493 -2.85201 0.00 -0.02 -0.21 0.118
H -3.00183 -1.12996 -2.80131 0.17 0.06 -0.28 0.328
H -1.89762 -0.07419 -5.24150 -0.18 -0.06 0.34 0.150
H -6.29652 -1.82583 -0.95148 0.25 0.19 0.63 0.018
H -6.52900 -3.17762 2.97266 0.24 0.19 0.32 0.310
H -7.60705 -4.12214 -0.17416 -0.40 -0.23 0.11 0.332
C 8.66995 -7.96698 0.85360 0.20 -0.16 0.13 -0.624
O 7.94356 -7.41064 -0.24273 0.02 -0.01 -0.02 -0.340
C 6.93238 -6.61960 0.11592 0.01 -0.02 -0.12 0.730
O 6.60889 -6.35693 1.24592 0.00 0.02 0.05 -0.554
O 6.34305 -6.17029 -0.98918 0.05 0.02 0.00 -0.372
C 5.23223 -5.30405 -0.74162 -0.12 0.05 -0.12 -0.425
H 9.45811 -8.58488 0.43196 -0.07 0.06 -0.17 0.217
H 9.12140 -7.17970 1.45523 -0.12 0.00 0.06 0.293
H 8.02212 -8.59054 1.46754 -0.03 0.12 0.06 0.292
H 5.55349 -4.41516 -0.20031 0.00 -0.06 0.09 0.197
H 4.45602 -5.82671 -0.19176 0.09 0.00 0.11 0.292
H 4.83522 -5.00208 -1.70536 0.16 -0.14 -0.08 0.292
```
Positions in Å, forces in eV/Å.

**Frontier orbital gap**: 7.7 eV
**Energy above the lowest of the compared OMol25 structures with the same formula, charge and spin**: 0.0 kcal/mol
**HOMO level**: -8.56 eV
**DFT total energy**: -7208.4660 Ha
**Charge**: 0
**SMILES**: CCOCCOc1c(CCCS)c(CON=O)c(P(O)Cl)c2c1C(=O)c1c(CCCCO)c(CCCS)c(PP(=O)(O)O)c(Br)c1C2=O.COC(=O)OC
**Lowest unoccupied orbital energy**: -0.83 eV